Record 1
DFT (the ωB97M-V functional and the def2-TZVPD basis) results for a cluster of 34 separate species, H68O34 in total in a non-equilibrium geometry.

Gap between HOMO and LUMO = 0.389 Ha
Lowest unoccupied orbital energy = -0.196 eV

Geometry as XYZ:
```
102
Properties=species:S:1:pos:R:3:mulliken_charge:R:1
O 1.239 -0.022 -4.207 -0.762
H 1.526 -0.975 -4.340 0.287
H 0.437 -0.127 -3.632 0.514
O -2.452 3.598 0.709 -0.600
H -2.166 4.008 -0.103 0.251
H -1.679 3.604 1.295 0.331
O 2.873 -0.645 0.384 -0.857
H 2.960 -0.511 -0.553 0.324
H 1.944 -0.790 0.641 0.335
O 2.789 -3.693 3.162 -0.716
H 3.554 -3.505 3.751 0.299
H 2.241 -2.835 3.292 0.396
O 0.974 2.447 -5.276 -0.670
H 1.192 1.484 -4.996 0.421
H 0.899 2.511 -6.243 0.262
O -3.599 -2.553 3.074 -0.681
H -3.571 -1.877 3.727 0.297
H -2.704 -2.902 3.041 0.334
O 6.037 -0.268 -2.171 -0.651
H 5.142 0.208 -2.001 0.420
H 6.705 0.286 -1.774 0.284
O -3.433 -4.496 -2.513 -0.638
H -4.041 -3.772 -2.289 0.353
H -3.751 -5.253 -2.017 0.304
O -0.215 -4.983 2.429 -0.613
H 0.116 -4.905 1.498 0.324
H 0.250 -5.647 2.891 0.270
O 3.524 -0.020 -2.128 -0.746
H 3.596 -0.853 -2.680 0.403
H 2.831 0.304 -2.677 0.198
O 1.518 -0.943 3.206 -0.468
H 2.415 -0.566 3.089 0.353
H 1.063 -0.563 2.445 0.042
O 3.427 -3.381 0.416 -0.654
H 3.316 -3.651 1.384 0.378
H 3.274 -2.433 0.406 0.447
O -1.958 -0.481 3.916 -0.713
H -1.696 0.101 4.678 0.251
H -1.217 -1.045 3.664 0.318
O -0.907 -0.338 -2.596 -0.725
H -1.320 -1.149 -2.188 0.249
H -1.614 0.324 -2.661 0.217
O 2.184 2.431 0.803 -0.876
H 1.432 2.171 0.222 0.551
H 2.861 1.760 0.648 0.354
O -0.812 -2.671 2.457 -0.442
H -0.507 -3.610 2.601 0.455
H -0.454 -2.330 1.614 -0.099
O 1.851 0.502 5.830 -0.722
H 2.665 1.055 5.738 0.304
H 1.580 -0.004 5.071 0.373
O -0.103 3.952 2.221 -0.747
H -0.186 3.611 3.150 0.310
H 0.670 3.507 1.774 0.367
O -4.370 -1.399 0.307 -0.657
H -4.198 -1.718 1.227 0.310
H -3.810 -0.625 0.152 0.170
O 0.654 -3.839 -0.583 -0.713
H 1.402 -3.502 -0.063 0.384
H -0.053 -3.169 -0.629 0.367
O 3.566 4.420 -1.119 -0.667
H 3.150 3.789 -0.458 0.400
H 3.268 5.293 -0.811 0.313
O 5.724 -3.512 -2.192 -0.745
H 5.314 -3.637 -1.320 0.336
H 6.010 -2.601 -2.186 0.345
O -1.834 -2.591 -0.833 -0.446
H -2.160 -3.434 -1.171 0.268
H -2.687 -2.252 -0.504 0.064
O -5.325 4.149 0.928 -0.694
H -4.369 4.168 1.030 0.369
H -5.596 3.560 1.591 0.314
O -2.282 2.445 -2.062 -0.470
H -1.919 3.272 -2.295 0.209
H -3.251 2.634 -1.881 0.289
O -0.516 2.034 5.205 -0.618
H 0.342 1.635 5.608 0.404
H -0.858 2.551 5.922 0.288
O -2.499 0.695 1.301 -0.327
H -2.218 1.651 1.108 0.199
H -2.370 0.566 2.199 0.251
O -5.307 -2.243 -1.989 -0.681
H -6.213 -2.490 -2.078 0.306
H -5.144 -2.124 -1.037 0.411
O -4.891 3.421 -1.480 -0.726
H -4.887 4.235 -1.998 0.291
H -5.151 3.666 -0.573 0.410
O 0.060 1.777 -0.725 -0.108
H -0.896 1.932 -0.764 -0.076
H 0.263 2.197 -1.577 0.165
O 3.601 -2.689 -3.433 -0.719
H 4.532 -2.951 -3.178 0.417
H 3.067 -3.403 -3.022 0.290
O 1.175 3.471 -2.937 -0.634
H 1.264 3.300 -3.860 0.344
H 2.098 3.609 -2.591 0.275
O -1.192 4.857 -1.838 -0.608
H -0.356 4.636 -2.337 0.294
H -1.319 5.835 -1.921 0.254
O 0.107 -0.768 0.447 1.332
H -0.838 -0.519 0.681 -0.220
H 0.212 -0.401 -0.444 -0.157
```

---

Record 2
DFT (the ωB97M-V functional and the def2-TZVPD basis) results for an isolated molecule of H6N2P2 in a non-equilibrium geometry.

Gap between HOMO and LUMO = 0.309 Ha
Lowest unoccupied orbital energy = 0.175 eV

Geometry as XYZ:
```
10
Properties=species:S:1:pos:R:3:mulliken_charge:R:1
P 0.060 1.912 -0.175 0.065
N -0.883 -0.015 -0.687 -0.594
N 0.032 -1.006 -0.355 -0.079
P 0.888 -0.665 1.051 -0.159
H -0.085 1.653 1.125 0.036
H -1.282 2.456 -0.315 0.050
H -1.727 0.046 0.038 0.298
H 0.467 -1.539 -1.068 0.248
H -0.213 -0.950 1.857 0.066
H 1.417 -1.975 1.593 0.069
```

---

Record 3
DFT (the ωB97M-V functional and the def2-TZVPD basis) results for a cluster of 2 separate species, H6N3PS in total in a non-equilibrium geometry.

Gap between HOMO and LUMO = 0.314 Ha
Lowest unoccupied orbital energy = -1.001 eV

Geometry as XYZ:
```
11
Properties=species:S:1:pos:R:3:mulliken_charge:R:1
N 2.378 -0.092 0.121 -0.675
N -0.940 -0.384 0.669 -0.339
N -1.722 0.732 -1.460 -0.608
P -2.305 0.146 -0.163 0.572
S -3.869 -0.951 0.201 -0.337
H 1.412 -0.010 -0.412 0.302
H 2.245 -0.640 0.968 0.250
H -1.058 -0.616 1.653 0.232
H -0.035 -0.057 0.255 0.095
H -2.229 0.494 -2.361 0.266
H 3.094 -0.606 -0.460 0.241
```

---

Record 4
DFT (the ωB97M-V functional and the def2-TZVPD basis) results for a structure of composition H6O15S3Zn in a non-equilibrium geometry.

Gap between HOMO and LUMO = 0.136 Ha
Lowest unoccupied orbital energy = 8.639 eV
Charge = -4

Geometry as XYZ:
```
25
Properties=species:S:1:pos:R:3:mulliken_charge:R:1
Zn -0.257 0.129 -0.148 0.793
S 0.610 0.648 -3.214 0.907
O 1.998 1.182 -3.200 -0.801
O 0.096 0.746 -1.858 -0.184
O -0.104 1.472 -4.184 -0.793
O 0.593 -0.702 -3.626 -0.761
S -1.481 -1.017 2.665 0.879
O -0.975 -2.340 2.865 -0.801
O -1.352 -0.252 3.859 -0.757
O -0.671 -0.377 1.629 -0.162
O -2.866 -0.967 2.276 -0.812
S 2.582 0.749 1.444 1.015
O 3.700 1.434 0.707 -0.824
O 2.337 1.426 2.727 -0.780
O 1.376 0.754 0.597 -0.342
O 3.058 -0.624 1.632 -0.861
O -1.131 2.015 0.276 -0.341
H -1.936 2.526 0.191 0.197
H -0.442 2.599 -0.041 0.280
O -2.008 -0.744 -1.021 -0.352
H -1.958 -1.700 -1.020 0.212
H -2.499 -0.530 -1.814 0.211
O 0.454 -1.787 -0.409 -0.407
H -0.129 -2.514 -0.630 0.206
H 1.005 -2.127 0.296 0.279
```

---

Record 5
DFT (the ωB97M-V functional and the def2-TZVPD basis) results for a cluster of 3 separate species, H6O3 in total in a non-equilibrium geometry.

Gap between HOMO and LUMO = 0.353 Ha
Lowest unoccupied orbital energy = 0.733 eV

Geometry as XYZ:
```
9
Properties=species:S:1:pos:R:3:mulliken_charge:R:1
O -0.553 0.274 -0.593 -0.625
H 0.149 -0.151 -0.087 0.293
H -1.321 0.229 -0.013 0.327
O 1.563 -2.577 1.207 -0.640
H 1.493 -3.008 0.347 0.328
H 0.667 -2.274 1.391 0.307
O -0.618 2.179 -0.528 -0.544
H 0.061 2.781 -0.854 0.270
H -1.441 2.547 -0.869 0.283
```

---

Record 6
DFT (the ωB97M-V functional and the def2-TZVPD basis) results for a cluster of 3 separate species, H6O3 in total in a non-equilibrium geometry.

Gap between HOMO and LUMO = 0.421 Ha
Lowest unoccupied orbital energy = 0.533 eV

Geometry as XYZ:
```
9
Properties=species:S:1:pos:R:3:mulliken_charge:R:1
O 0.535 -2.032 0.345 -0.717
H -0.259 -2.587 0.357 0.335
H 0.701 -1.904 1.333 0.347
O -0.142 0.225 -1.250 -0.712
H 0.063 -0.532 -0.791 0.395
H 0.679 0.721 -1.279 0.322
O -0.642 2.043 0.803 -0.652
H -0.717 1.333 0.171 0.408
H -0.222 2.732 0.313 0.275
```

---

Record 7
DFT (the ωB97M-V functional and the def2-TZVPD basis) results for a cluster of 3 separate species, H6O3 in total in a non-equilibrium geometry.

Gap between HOMO and LUMO = 0.432 Ha
Lowest unoccupied orbital energy = 0.423 eV

Geometry as XYZ:
```
9
Properties=species:S:1:pos:R:3:mulliken_charge:R:1
O -0.474 -0.022 1.017 -0.611
H -0.515 -0.618 1.720 0.302
H -0.417 -0.553 0.149 0.309
O 0.826 -3.204 -2.495 -0.638
H 0.377 -2.318 -2.281 0.319
H 1.628 -3.061 -1.986 0.320
O -0.447 3.140 1.371 -0.603
H -0.427 4.046 1.097 0.300
H 0.121 3.185 2.157 0.303
```